1.
Formula: C24H21N3O5
Source: the Open Molecules 2025 dataset
Level of theory: wB97M-V/def2-TZVPD

Positions of all 53 atoms, in Å:
1 C 4.1128 1.6999 6.9481
2 H 5.0195 1.8023 7.3675
3 O 4.4823 1.3193 5.4670
4 C 3.4444 1.2549 4.6962
5 C 2.0454 1.6516 4.9730
6 C 1.1519 1.2677 4.1023
7 C 1.4849 0.7858 2.9311
8 C 3.0054 0.7256 2.4138
9 C 3.9717 0.9029 3.4297
10 O 5.1789 0.6825 3.2572
11 C 5.8822 0.1566 1.9850
12 H 6.9500 0.2480 2.1055
13 H 5.1872 -0.5331 1.7203
14 H 5.5041 0.9179 1.2034
15 H 3.2771 0.4581 1.4251
16 C 0.5334 0.5606 1.8335
17 N -0.7480 1.2904 1.9339
18 C -1.6165 1.0778 1.0623
19 C -2.7323 1.7866 1.0491
20 C -3.8014 1.5969 0.3903
21 C -3.6550 0.9853 -0.8108
22 C -2.4654 0.0484 -0.9324
23 C -1.3852 0.1792 -0.2007
24 C -0.1962 -0.5520 -0.2314
25 C 0.9793 -0.1075 0.4180
26 H 1.6682 -0.7853 0.4018
27 C -0.0475 -1.1954 -1.3750
28 N 1.3423 -1.9847 -1.6904
29 N 1.1420 -2.6893 -2.5822
30 C -0.0846 -2.4707 -3.1946
31 O -0.6469 -1.5968 -2.5396
32 C -0.5471 -2.8782 -4.4877
33 H 0.2302 -3.3574 -5.1543
34 H -1.2961 -3.7736 -4.1459
35 O -1.3966 -1.9992 -5.0990
36 C -2.5431 -2.0833 -4.8781
37 O -3.1299 -2.5263 -4.0709
38 C -3.3970 -1.0753 -5.3984
39 C -4.7379 -1.0794 -5.8989
40 C -4.3041 -0.2262 -4.7199
41 H -4.6710 0.8436 -4.9275
42 H -4.5904 -0.6260 -3.6012
43 H -5.0795 -0.6323 -6.7476
44 H -5.3074 -1.9320 -5.5301
45 H -2.5500 -0.2500 -6.1637
46 H -2.6352 -0.4202 -2.0390
47 H -4.6862 0.8245 -1.4867
48 H -4.9339 2.2659 0.4817
49 H -2.7409 2.4605 1.9808
50 H 0.2667 1.3745 4.3006
51 H 1.8565 1.7615 5.9099
52 H 3.7289 2.7829 6.8995
53 H 3.4798 1.0628 7.2198

Multiplicity: 1
Energy above the lowest of the compared OMol25 structures with the same formula, charge and spin: 23.231 eV
Total charge: 0
Gap between HOMO and LUMO: 0.2139 Eh
HOMO: -6.84 eV

Atomic partial charges in e from the Mulliken method, atoms 1 to 5: number 1, C, carries -1.10; number 2, H, carries 0.30; number 3, O, carries -0.37; number 4, C, carries 0.64; number 5, C, carries -1.18


2.
Formula: C24H21N5O4
Source: the Open Molecules 2025 dataset
Level of theory: wB97M-V/def2-TZVPD

Positions of all 54 atoms, in Å:
1 C -7.1264 -0.5285 1.7377
2 H -6.9782 -1.5729 1.4444
3 H -6.7639 -0.3835 2.7609
4 H -8.1879 -0.2902 1.6956
5 O -6.5053 0.3553 0.8377
6 C -5.1578 0.2727 0.6776
7 C -4.3234 -0.6084 1.3438
8 C -2.9543 -0.6054 1.1188
9 C -2.4115 0.2842 0.2115
10 C -3.2381 1.1646 -0.4900
11 C -4.6020 1.1716 -0.2633
12 O -5.4889 1.9898 -0.8879
13 C -5.0094 2.8743 -1.8705
14 H -4.3025 3.5995 -1.4532
15 H -5.8865 3.4020 -2.2412
16 H -4.5334 2.3387 -2.6983
17 H -2.8002 1.8146 -1.2298
18 N -1.0237 0.2936 -0.0278
19 C -0.2240 1.4026 -0.1958
20 N -0.6517 2.6748 -0.1314
21 H -1.4882 2.8994 0.3806
22 H 0.1299 3.3330 -0.1548
23 C 1.0887 1.0284 -0.4692
24 C 1.1171 -0.3884 -0.4597
25 N 2.0989 -1.2430 -0.6420
26 C 1.7533 -2.5492 -0.5432
27 C 2.7459 -3.5319 -0.7226
28 C 2.4288 -4.8590 -0.6321
29 C 1.1131 -5.2633 -0.3584
30 C 0.1247 -4.3352 -0.1757
31 C 0.4164 -2.9627 -0.2624
32 N -0.5893 -2.0678 -0.0684
33 C -0.2293 -0.8236 -0.1690
34 H -0.8940 -4.6219 0.0354
35 H 0.8861 -6.3172 -0.2925
36 H 3.1938 -5.6087 -0.7718
37 H 3.7519 -3.2020 -0.9323
38 C 2.1817 1.9770 -0.6150
39 O 2.0156 3.1930 -0.5124
40 N 3.3728 1.3997 -0.8747
41 H 3.4072 0.3872 -0.8939
42 C 4.6077 2.1491 -0.9503
43 C 5.5827 1.6921 0.0840
44 C 6.5772 0.7584 0.0321
45 C 7.1405 0.7057 1.3302
46 C 6.4423 1.6056 2.0730
47 O 5.4995 2.2044 1.3296
48 H 6.5200 1.9019 3.1002
49 H 7.9489 0.0853 1.6586
50 H 6.8748 0.1868 -0.8230
51 H 5.0537 2.0338 -1.9444
52 H 4.3417 3.1972 -0.7843
53 H -2.3166 -1.3020 1.6362
54 H -4.7278 -1.3116 2.0532

SMILES: COc1ccc(-n2c(N)c(C(=O)NCc3ccco3)c3nc4ccccc4nc32)cc1OC
Multiplicity: 1
Energy above the lowest of the compared OMol25 structures with the same formula, charge and spin: 0.000 eV
Total charge: 0
Gap between HOMO and LUMO: 0.2885 Eh
HOMO: -7.77 eV

Atomic partial charges in e from the Mulliken method, atoms 1 to 5: number 1, C, carries -0.94; number 2, H, carries 0.37; number 3, H, carries 0.37; number 4, H, carries 0.23; number 5, O, carries -0.42


3.
Formula: C24H22AsBrClNO8Rh
Source: the Open Molecules 2025 dataset
Level of theory: wB97M-V/def2-TZVPD

Positions of all 59 atoms, in Å:
1 Rh -0.0113 -0.9045 -0.2018
2 O 5.1054 -1.3923 -3.4479
3 C 3.8528 -1.3617 -2.8641
4 C 2.8550 -0.4307 -3.2257
5 C 1.6634 -0.4474 -2.5319
6 N 1.4315 -1.3442 -1.5550
7 C 2.3948 -2.3139 -1.2898
8 C 3.6905 -2.2606 -1.8178
9 C 1.9157 -3.3214 -0.3512
10 O 2.5440 -4.3090 0.0607
11 O 0.6691 -3.0432 -0.0824
12 C 0.4832 0.3859 -2.8517
13 O 0.2856 1.2186 -3.7299
14 O -0.4109 0.2441 -1.8296
15 H 5.2841 -0.7497 -4.1637
16 H 2.9409 0.2900 -4.0919
17 H 4.4635 -2.9475 -1.5112
18 Br 3.0573 2.6416 5.7797
19 C 2.7876 1.5881 4.1795
20 C 3.6848 1.6139 3.1220
21 C 3.4965 0.7845 1.9939
22 C 2.3914 -0.0159 1.8330
23 C 1.4387 -0.0169 2.8382
24 C 1.7206 0.6858 4.0789
25 C 0.1074 -0.7173 2.8475
26 O -0.6038 -0.5536 3.8278
27 O -0.1791 -1.4265 1.7426
28 H 4.5984 2.2074 3.1484
29 H 4.3044 0.7635 1.2223
30 H 2.2155 -0.6074 0.8892
31 H 1.0500 0.5416 4.9118
32 Cl -3.3775 -3.7375 -3.3487
33 C -3.5475 -2.7608 -1.9872
34 C -4.6627 -1.8833 -1.9510
35 C -4.8733 -1.1835 -0.7741
36 C -3.9023 -1.1754 0.3177
37 C -4.1454 -0.3162 1.3651
38 C -2.8274 -2.0916 0.2403
39 C -2.6219 -2.8516 -0.9003
40 H -5.2580 -1.7919 -2.8364
41 H -5.7768 -0.5905 -0.6903
42 H -3.4048 -0.0976 2.1359
43 H -5.1531 0.0801 1.4361
44 H -2.1755 -2.2443 1.1206
45 H -1.8050 -3.5142 -1.1007
46 C -1.3115 3.5705 1.5153
47 As -1.0799 2.2512 0.0847
48 C 0.6204 2.7415 -0.6953
49 C -2.6887 2.5448 -0.9598
50 O -1.2079 0.6087 0.6914
51 H -2.3698 3.7792 1.6710
52 H -0.7819 4.4750 1.1880
53 H -0.8763 3.1639 2.4548
54 H 0.9960 3.5746 -0.1132
55 H 0.4713 3.0476 -1.7558
56 H 1.3230 1.8826 -0.6368
57 H -2.8932 3.6270 -0.9969
58 H -3.4390 1.9452 -0.4271
59 H -2.4583 2.1449 -1.9771

⟨S²⟩: 6.06
Multiplicity: 5
Energy above the lowest of the compared OMol25 structures with the same formula, charge and spin: 0.000 eV
Total charge: -1
Gap between HOMO and LUMO (alpha / beta): 0.2294 / 0.2663 Eh
HOMO (alpha / beta): -4.06 / -5.28 eV

Atomic partial charges in e from the Mulliken method, atoms 1 to 5: number 1, Rh, carries 1.08; number 2, O, carries -0.56; number 3, C, carries 1.06; number 4, C, carries -0.50; number 5, C, carries 0.10


4.
Formula: C24H22AsNO5Pt
Source: the Open Molecules 2025 dataset
Level of theory: wB97M-V/def2-TZVPD

Positions of all 54 atoms, in Å:
1 Pt -1.4658 -0.3917 -0.9011
2 O -3.8420 1.3869 -0.5955
3 C -4.6089 0.3212 -0.0792
4 C -4.4017 -0.9956 -0.8092
5 N -3.0612 -1.6218 -0.6449
6 C -2.8760 -2.6135 -1.7353
7 C -2.5215 -1.8640 -3.0378
8 O -2.8920 -2.2976 -4.1032
9 O -1.7748 -0.8032 -2.8681
10 C -2.8682 -2.1543 0.7297
11 C -2.2985 -1.0774 1.6777
12 O -2.5609 -1.1242 2.8560
13 O -1.5273 -0.1924 1.1086
14 H -4.0423 1.5019 -1.5306
15 H -4.3511 0.2382 0.9762
16 H -5.6820 0.5405 -0.1314
17 H -5.1462 -1.7190 -0.4586
18 H -4.5622 -0.8525 -1.8804
19 H -2.0281 -3.2483 -1.4767
20 H -3.7676 -3.2269 -1.8649
21 H -3.7967 -2.5640 1.1281
22 H -2.1218 -2.9470 0.6746
23 C 6.0703 -0.4617 -0.4495
24 C 5.1769 0.4200 -1.0409
25 C 3.8130 0.2892 -0.8182
26 C 3.3307 -0.7299 -0.0043
27 C 4.2314 -1.6187 0.5752
28 C 5.5955 -1.4817 0.3623
29 As 1.4329 -1.0023 0.4286
30 C 1.3722 0.2771 1.8931
31 C 1.6868 0.0188 3.2152
32 C 1.5801 1.0364 4.1536
33 C 1.1508 2.3000 3.7679
34 C 0.8278 2.5580 2.4455
35 C 0.9385 1.5454 1.4996
36 C 0.6286 1.6773 0.0680
37 C 0.3516 2.8507 -0.5952
38 C 0.1638 2.8483 -1.9817
39 C 0.2532 1.6831 -2.7069
40 C 0.5297 0.4711 -2.0486
41 C 0.7024 0.4519 -0.6638
42 H 7.1333 -0.3562 -0.6233
43 H 5.5417 1.2165 -1.6771
44 H 3.1324 0.9954 -1.2796
45 H 3.8682 -2.4295 1.1980
46 H 6.2859 -2.1761 0.8237
47 H 2.0062 -0.9693 3.5241
48 H 1.8204 0.8410 5.1905
49 H 1.0579 3.0855 4.5064
50 H 0.4779 3.5420 2.1600
51 H 0.2986 3.7852 -0.0521
52 H -0.0472 3.7807 -2.4895
53 H 0.1140 1.6828 -3.7787
54 H 0.6714 -0.4263 -2.6363

Multiplicity: 1
Energy above the lowest of the compared OMol25 structures with the same formula, charge and spin: 0.000 eV
Total charge: 0
Gap between HOMO and LUMO: 0.2985 Eh
HOMO: -8.43 eV

Atomic partial charges in e from the Mulliken method, atoms 1 to 5: number 1, Pt, carries 1.38; number 2, O, carries -0.50; number 3, C, carries -0.83; number 4, C, carries -0.45; number 5, N, carries -0.27


5.
Formula: C24H22BBrFO10S
Source: the Open Molecules 2025 dataset
Level of theory: wB97M-V/def2-TZVPD

Positions of all 60 atoms, in Å:
1 C -2.4306 -3.1615 0.5488
2 C -1.6984 -4.1465 1.0471
3 C -1.4473 -4.3396 2.5245
4 C -0.1746 -3.5964 2.7979
5 C 1.0532 -4.0983 2.6698
6 F 1.2788 -5.3923 2.3998
7 C 2.2557 -3.2478 2.8538
8 O 3.3127 -3.6722 3.2496
9 C 2.0356 -1.8256 2.4680
10 C 3.0760 -1.0986 1.9149
11 C 2.8649 0.1967 1.4418
12 C 4.0104 0.8883 0.7277
13 S 4.9204 -0.1726 -0.4363
14 C 3.9101 0.0663 -1.9142
15 C 2.7462 -0.9146 -2.0274
16 C 1.6062 0.8176 1.6062
17 C 1.3535 2.2313 1.1452
18 C 0.7410 2.3611 -0.2860
19 C -0.6585 2.9864 -0.2839
20 C 1.6590 3.1726 -1.2231
21 C 0.5775 0.0677 2.2064
22 Br -1.1169 0.8644 2.3994
23 C 0.7670 -1.2543 2.6094
24 C -0.3006 -2.1464 3.1510
25 O -1.2283 -1.7745 3.8207
26 H -2.9642 -2.4739 1.1963
27 H -2.4847 -2.9482 -0.5108
28 H -1.1498 -4.8043 0.3814
29 H -1.3630 -5.3905 2.7956
30 H -2.2483 -3.8771 3.0975
31 H 4.0440 -1.5628 1.7906
32 H 4.7318 1.2952 1.4329
33 H 3.6206 1.6948 0.1215
34 H 4.5749 -0.0163 -2.7727
35 H 3.5439 1.0918 -1.9097
36 H 2.2878 -0.8767 -3.0140
37 H 1.9889 -0.6999 -1.2740
38 H 3.1018 -1.9272 -1.8420
39 H 0.6914 2.7106 1.8643
40 H 2.2836 2.7953 1.1835
41 H 0.6480 1.3545 -0.6980
42 H -1.4417 2.2374 -0.1933
43 H -0.7682 3.7091 0.5247
44 H -0.8403 3.5035 -1.2267
45 H 1.3598 4.2213 -1.2261
46 H 2.7115 3.1097 -0.9593
47 H 1.5380 2.8188 -2.2481
48 B -4.0811 1.6340 -2.4574
49 O -4.7754 0.3353 -2.5810
50 C -3.9357 -0.6518 -2.3218
51 O -4.1792 -1.8246 -2.3264
52 C -2.5639 -0.0228 -1.9980
53 O -1.5689 -0.6290 -1.7164
54 O -2.6914 1.2882 -2.0839
55 O -4.1275 2.4015 -3.7128
56 C -4.7094 3.5741 -3.5015
57 O -4.9004 4.4301 -4.3147
58 C -5.0955 3.6381 -2.0060
59 O -5.6380 4.5524 -1.4583
60 O -4.7123 2.4983 -1.4467

Multiplicity: 1
Total charge: -1
Gap between HOMO and LUMO: 0.2949 Eh
HOMO: -7.10 eV

Atomic partial charges in e from the Mulliken method, atoms 1 to 5: number 1, C, carries -0.55; number 2, C, carries -0.13; number 3, C, carries -1.31; number 4, C, carries 0.35; number 5, C, carries 0.82